Formula: C4H3O2S
Source: the Open Molecules 2025 dataset
Level of theory: the ωB97M-V functional and the def2-TZVPD basis

Its energy relative to the best compared isomer or geometry (same formula, charge and spin) is 360.02 kJ/mol. For the LUMO energy (alpha / beta), the calculation gives 3.2 / 3.5 eV. Its multiplicity is 1. The charge is -1. As for the orbital gap (alpha / beta): 6.694 / 6.793 eV.

Last column: Löwdin charge in e.
CARTESIAN COORDINATES (ANGSTROEM)
C1 -0.3923 -0.0837 -0.3202  -0.02
C2 0.7929 -0.2707 0.2221  -0.28
C3 2.0457 0.3841 -0.0937  -0.29
C4 3.1525 1.2358 -0.0108  -0.52
O1 4.0317 1.7620 0.5797  0.11
O2 2.3086 1.4423 -1.1020  0.07
S1 3.2560 -1.8724 0.1104  -0.20
H1 -1.2850 -0.5955 0.0760  0.05
H2 -0.5979 0.4669 -1.1507  0.01
H3 0.7954 -0.8096 1.1274  0.06



Formula: C4H3O2Sr
Source: the Open Molecules 2025 dataset
Level of theory: the ωB97M-V functional and the def2-TZVPD basis

Its energy relative to the best compared isomer or geometry (same formula, charge and spin) is 0.00 kJ/mol. For the LUMO energy, the calculation gives -5.0 eV. Its multiplicity is 1. The charge is +1. As for the orbital gap: 6.500 eV.

Last column: Löwdin charge in e.
CARTESIAN COORDINATES (ANGSTROEM)
O1 1.6593 -1.4838 -0.4492  -0.11
C1 0.4958 -1.4083 -0.1881  -0.16
C2 -0.7356 -1.1274 0.1392  -0.04
C3 -1.1541 0.2817 -0.0472  -0.09
C4 -0.3540 1.3331 0.2534  -0.28
H1 -1.3936 -1.9087 0.5224  0.14
H2 -0.2268 2.2574 -0.4590  0.17
H3 -2.1842 0.4671 -0.3511  0.11
Sr1 2.9137 0.2915 0.3241  1.81
O2 0.9794 1.2973 0.2554  -0.53



Formula: C4H3O3
Source: the Open Molecules 2025 dataset
Level of theory: the ωB97M-V functional and the def2-TZVPD basis

Its energy relative to the best compared isomer or geometry (same formula, charge and spin) is 167.43 kJ/mol. For the LUMO energy, the calculation gives 3.8 eV. Its multiplicity is 1. The charge is -1. As for the orbital gap: 7.120 eV.

Last column: Löwdin charge in e.
CARTESIAN COORDINATES (ANGSTROEM)
C1 0.5945 1.5222 0.0633  -0.01
C2 0.0975 0.3674 -0.2040  -0.15
C3 1.8228 3.0011 -0.5863  -0.68
C4 -0.4419 -0.8423 -0.3752  -0.25
O1 2.4867 3.2853 0.3578  0.00
O2 1.6622 3.3629 -1.7102  0.01
O3 0.2343 -1.9453 0.2421  -0.12
H1 0.3637 2.1478 0.9254  0.04
H2 -1.3138 -0.8790 -0.9668  0.06
H3 0.3408 -1.6144 1.1736  0.09



Formula: C4H3S2
Source: the Open Molecules 2025 dataset
Level of theory: the ωB97M-V functional and the def2-TZVPD basis

Its energy relative to the best compared isomer or geometry (same formula, charge and spin) is 0.00 kJ/mol. For the LUMO energy, the calculation gives 3.7 eV. Its multiplicity is 1. The charge is -1. As for the orbital gap: 7.066 eV. As for the SMILES: Cc1c([S-])c1=S.

Last column: Löwdin charge in e.
CARTESIAN COORDINATES (ANGSTROEM)
C1 -0.1004 -0.0100 -0.0236  -0.06
C2 -1.5447 -0.0530 -0.3140  -0.26
C3 -2.8290 -0.3697 0.1092  -0.84
S1 -3.8064 -0.9673 1.2808  0.40
C4 -2.5855 0.2016 -1.1974  -0.84
S2 -3.0752 0.7533 -2.6609  0.39
H1 0.1576 0.9444 0.4431  0.07
H2 0.4772 -0.1068 -0.9443  0.07
H3 0.1739 -0.8114 0.6642  0.07